1.
Computed, not measured: 2 unconnected molecules or ions with the total composition C2H3NO4S in a non-equilibrium geometry, with ωB97M-V/def2-TZVPD.

Cartesian coordinates (Å):
C  1.064  -0.049  1.410
C  -0.058  0.258  1.649
N  -3.164  0.695  0.368
O  -4.021  1.183  -0.305
O  -2.897  0.903  1.520
O  -2.338  -0.216  -1.950
O  -3.008  -1.904  -0.186
S  -2.114  -0.782  -0.443
H  2.062  -0.124  1.126
H  -2.704  -0.837  -2.624
H  -1.115  0.429  1.787

The LUMO energy is -0.42 eV. The spin multiplicity is 1.

These are the Mulliken partial charges, in e, on atoms 1 to 6:
1 C -0.158
2 C -0.865
3 N 0.831
4 O -0.495
5 O -0.589
6 O -0.470

2.
Computed, not measured: 2 unconnected molecules or ions with the total composition C4H14N2O in a non-equilibrium geometry, with ωB97M-V/def2-TZVPD.

Cartesian coordinates (Å):
C  0.882  0.374  2.340
N  0.452  -0.226  1.102
C  0.608  0.686  -0.017
C  0.041  0.139  -1.328
C  -1.468  0.137  -1.436
N  -2.079  1.475  -1.282
H  1.962  0.478  2.399
H  0.369  1.299  2.639
H  0.578  -0.198  3.221
H  -0.509  -0.514  1.234
H  1.650  1.011  -0.080
H  0.105  1.638  0.222
H  0.519  -0.838  -1.454
H  0.520  0.721  -2.113
H  -1.939  -0.563  -0.756
H  -1.706  -0.107  -2.469
H  -1.444  2.110  -0.823
H  -2.387  1.897  -2.141
O  0.951  -3.330  0.249
H  1.153  -2.454  0.603
H  1.741  -3.735  -0.111

The LUMO energy is 0.96 eV. The spin multiplicity is 1. As for the SMILES: CNCCCN.O.

These are the Mulliken partial charges, in e, on atoms 1 to 6:
1 C -1.080
2 N -0.175
3 C -0.760
4 C -0.496
5 C -0.483
6 N -0.535

3.
Computed, not measured: a molecular structure, C45H46BFN9ReSi in a non-equilibrium geometry, with ωB97M-V/def2-TZVPD.

Cartesian coordinates (Å):
Re  0.679  0.158  1.029
C  -0.990  4.412  -2.208
C  -1.288  3.115  -1.518
C  -2.440  2.371  -1.538
C  -2.171  1.252  -0.722
N  -0.921  1.300  -0.240
N  -0.414  2.457  -0.730
B  0.916  3.037  -0.164
N  2.123  2.174  -0.576
N  2.239  0.860  -0.195
C  3.345  0.397  -0.814
C  3.912  1.413  -1.589
C  3.115  2.523  -1.412
C  3.283  3.900  -1.986
C  3.911  -0.977  -0.739
C  4.222  -1.606  0.464
C  4.782  -2.881  0.458
C  5.059  -3.524  -0.741
C  4.783  -2.884  -1.947
C  4.211  -1.619  -1.944
N  0.768  3.128  1.351
N  0.667  1.984  2.096
C  0.519  2.390  3.373
C  0.499  3.797  3.407
C  0.672  4.228  2.120
C  0.738  5.630  1.587
C  0.388  1.546  4.594
C  0.673  2.145  5.824
C  0.544  1.452  7.018
C  0.130  0.128  7.015
C  -0.139  -0.488  5.801
C  -0.017  0.217  4.610
C  -3.168  0.147  -0.582
C  -2.657  -1.246  -1.117
C  -3.948  -2.129  -1.355
C  -5.064  -1.495  -2.039
C  -5.378  -0.199  -1.715
C  -4.485  0.565  -0.962
H  -1.826  4.679  -2.852
H  -0.091  4.340  -2.822
H  -0.836  5.224  -1.493
H  -3.340  2.602  -2.104
H  1.068  4.146  -0.608
H  4.820  1.347  -2.178
H  4.214  3.940  -2.547
H  3.318  4.661  -1.205
H  2.465  4.161  -2.665
H  4.018  -1.111  1.405
H  5.008  -3.364  1.406
H  5.509  -4.514  -0.741
H  5.012  -3.373  -2.887
H  3.981  -1.123  -2.886
H  0.381  4.436  4.272
H  0.636  6.333  2.412
H  -0.066  5.827  0.871
H  1.687  5.829  1.083
H  1.038  3.163  5.853
H  0.785  1.948  7.953
H  0.037  -0.423  7.946
H  -0.424  -1.539  5.777
H  -0.196  -0.305  3.690
H  -0.704  -0.974  -1.244
H  -3.699  -3.128  -1.705
H  -5.698  -2.068  -2.721
H  -6.281  0.266  -2.101
H  -4.741  1.606  -0.765
C  0.167  -0.008  -3.775
Si  -1.300  -1.128  -3.564
C  -2.812  -0.321  -4.263
C  -1.075  -2.786  -4.337
N  -1.494  -1.357  -1.804
C  -2.970  -1.100  0.353
C  -4.157  -2.040  0.213
C  -4.010  -3.313  0.995
C  -3.213  -3.358  2.053
C  -2.367  -2.197  2.448
C  -2.251  -1.178  1.636
F  -1.433  -0.166  1.946
H  -0.130  0.902  -4.317
H  0.967  -0.496  -4.353
H  0.585  0.314  -2.809
H  -2.661  -0.097  -5.328
H  -3.031  0.627  -3.742
H  -3.697  -0.973  -4.189
H  -0.873  -2.702  -5.417
H  -1.987  -3.396  -4.215
H  -0.244  -3.320  -3.865
H  -5.120  -1.578  0.449
H  -4.663  -4.143  0.744
H  -3.180  -4.247  2.676
H  -1.807  -2.203  3.380
C  1.461  -4.607  -0.148
C  1.744  -3.638  -1.093
C  1.377  -2.330  -0.840
N  0.778  -1.930  0.292
C  0.509  -2.885  1.197
C  0.817  -4.217  1.017
H  1.753  -5.640  -0.305
H  2.267  -3.875  -2.015
H  1.582  -1.557  -1.562
H  0.068  -2.550  2.120
H  0.584  -4.930  1.801
N  2.678  -1.175  3.173
C  1.967  -0.664  2.386

The LUMO energy (alpha / beta) is -5.28 / -5.30 eV. Its total charge is +1. The spin multiplicity is 2.

These are the Mulliken partial charges, in e, on atoms 1 to 6:
1 Re 2.740
2 C -1.575
3 C -0.546
4 C -0.729
5 C -0.104
6 N 0.131

4.
Computed, not measured: a molecular structure, C41H65Cl2N3O7Pb, with ωB97M-V/def2-TZVPD.

Cartesian coordinates (Å):
Pb  0.515  -0.327  -2.139
O  -1.549  -0.110  -5.420
C  -1.030  1.154  -5.791
C  0.462  1.338  -5.574
N  0.914  1.626  -4.211
C  2.371  1.497  -4.180
C  2.866  0.090  -4.569
O  3.912  0.021  -5.225
O  2.154  -0.868  -4.138
C  0.518  2.944  -3.710
C  0.198  3.056  -2.200
O  -0.017  4.208  -1.797
O  0.189  2.009  -1.492
H  -1.694  -0.175  -4.454
H  -1.601  1.960  -5.323
H  -1.197  1.230  -6.870
H  0.810  2.132  -6.261
H  0.940  0.407  -5.883
H  2.713  1.701  -3.158
H  2.845  2.231  -4.847
H  -0.374  3.302  -4.226
H  1.302  3.685  -3.910
C  1.022  -4.033  -3.311
N  1.451  -3.364  -2.098
C  2.893  -3.186  -2.063
C  0.953  -4.008  -0.900
C  0.842  -3.056  0.282
N  -0.044  -1.926  0.049
C  0.017  -0.951  1.148
C  1.397  -0.590  1.640
C  1.637  -0.679  3.003
C  2.855  -0.328  3.571
C  3.826  0.145  2.691
C  3.645  0.277  1.320
C  2.404  -0.134  0.746
O  2.211  -0.112  -0.533
C  4.830  0.821  0.499
C  5.942  -0.240  0.481
C  4.508  1.189  -0.957
C  5.375  2.104  1.151
C  3.151  -0.414  5.067
C  4.378  -1.303  5.314
C  1.977  -1.006  5.849
C  3.433  0.990  5.622
C  -1.418  -2.400  -0.191
C  -2.521  -1.398  0.013
C  -3.279  -1.502  1.171
C  -4.357  -0.673  1.420
C  -4.642  0.270  0.435
C  -3.917  0.448  -0.734
C  -2.807  -0.434  -1.000
O  -2.070  -0.402  -2.076
C  -4.419  1.552  -1.682
C  -5.560  0.973  -2.532
C  -3.348  2.109  -2.617
C  -4.954  2.765  -0.900
C  -5.210  -0.740  2.686
C  -5.164  0.611  3.416
C  -6.666  -1.064  2.319
C  -4.713  -1.815  3.651
H  1.421  -5.062  -3.386
H  1.361  -3.454  -4.169
H  -0.069  -4.083  -3.335
H  3.414  -4.158  -1.976
H  3.170  -2.556  -1.217
H  3.211  -2.680  -2.974
H  1.620  -4.834  -0.590
H  -0.018  -4.456  -1.119
H  1.831  -2.671  0.528
H  0.492  -3.640  1.155
H  -0.554  -1.329  2.011
H  -0.498  -0.051  0.808
H  0.830  -1.048  3.627
H  4.788  0.430  3.104
H  5.566  -1.170  0.048
H  6.303  -0.457  1.490
H  6.788  0.102  -0.124
H  4.229  0.322  -1.550
H  5.398  1.648  -1.401
H  3.683  1.901  -1.009
H  5.736  1.947  2.168
H  4.596  2.869  1.182
H  6.210  2.490  0.559
H  4.207  -2.304  4.914
H  4.585  -1.385  6.386
H  5.267  -0.897  4.829
H  1.740  -2.014  5.503
H  1.081  -0.391  5.747
H  2.232  -1.060  6.911
H  4.294  1.442  5.126
H  3.639  0.949  6.698
H  2.574  1.642  5.457
H  -1.613  -3.250  0.485
H  -1.467  -2.769  -1.220
H  -2.991  -2.263  1.890
H  -5.485  0.926  0.609
H  -5.208  0.108  -3.098
H  -5.928  1.722  -3.242
H  -6.393  0.655  -1.899
H  -3.117  1.391  -3.387
H  -2.432  2.346  -2.075
H  -3.725  3.024  -3.085
H  -5.788  2.524  -0.240
H  -5.314  3.511  -1.614
H  -4.161  3.217  -0.302
H  -5.557  1.413  2.790
H  -4.133  0.869  3.669
H  -5.755  0.574  4.337
H  -7.091  -0.286  1.682
H  -7.285  -1.147  3.218
H  -6.716  -2.007  1.771
H  -3.681  -1.627  3.956
H  -4.761  -2.809  3.200
H  -5.337  -1.820  4.549
Cl  -1.445  5.049  1.866
C  -0.674  3.602  1.152
Cl  -1.766  2.221  1.115
H  0.180  3.348  1.769
H  -0.385  3.827  0.128

The LUMO energy is 3.94 eV. Its total charge is -2. The spin multiplicity is 1.

These are the Mulliken partial charges, in e, on atoms 1 to 6:
1 Pb 2.786
2 O -0.615
3 C -0.526
4 C -0.735
5 N 0.980
6 C -0.710

5.
Computed, not measured: C16H31N3O2 in the gas phase, with ωB97M-V/def2-TZVPD.

Cartesian coordinates (Å):
C  5.618  0.536  0.525
C  4.934  -0.770  0.933
C  5.672  -1.379  2.130
C  4.943  -1.741  -0.253
C  3.483  -0.453  1.323
O  3.005  0.661  1.261
N  2.767  -1.513  1.768
C  1.366  -1.380  2.089
C  0.471  -1.536  0.845
N  -0.853  -1.019  1.129
C  -0.974  0.413  0.930
C  -1.142  0.809  -0.550
N  -2.271  0.114  -1.124
C  -3.471  0.573  -1.561
O  -4.334  -0.226  -1.890
C  -3.744  2.084  -1.688
C  -5.162  2.226  -2.260
C  -3.733  2.783  -0.322
C  -2.779  2.739  -2.684
C  -2.092  -1.324  -1.007
C  -1.950  -1.703  0.472
H  5.093  0.989  -0.312
H  5.602  1.242  1.351
H  6.650  0.350  0.237
H  6.720  -1.527  1.879
H  5.616  -0.710  2.987
H  5.255  -2.341  2.419
H  5.965  -1.901  -0.590
H  4.521  -2.709  0.010
H  4.370  -1.331  -1.083
H  3.148  -2.441  1.699
H  1.227  -0.379  2.499
H  1.093  -2.114  2.848
H  0.395  -2.594  0.582
H  0.965  -1.016  0.011
H  -1.853  0.750  1.488
H  -0.091  0.909  1.332
H  -0.242  0.518  -1.109
H  -1.245  1.885  -0.622
H  -5.404  3.277  -2.406
H  -5.889  1.786  -1.583
H  -5.241  1.710  -3.213
H  -4.184  3.768  -0.420
H  -4.323  2.211  0.392
H  -2.737  2.917  0.088
H  -3.060  3.782  -2.826
H  -2.846  2.234  -3.645
H  -1.743  2.712  -2.361
H  -1.193  -1.615  -1.562
H  -2.963  -1.810  -1.447
H  -2.870  -1.422  0.994
H  -1.814  -2.781  0.574

The LUMO energy is 0.59 eV. The spin multiplicity is 1. As for the SMILES: CC(C)(C)C(=O)NCCN1CCN(C(=O)C(C)(C)C)CC1.

These are the Mulliken partial charges, in e, on atoms 1 to 6:
1 C -1.734
2 C 1.879
3 C -1.639
4 C -1.646
5 C 0.089
6 O -0.694

6.
Computed, not measured: a molecular structure, C9H26O5Zr in a non-equilibrium geometry, with ωB97M-V/def2-TZVPD.

Cartesian coordinates (Å):
Zr  1.305  -1.102  -1.080
O  0.581  0.463  0.066
H  0.664  0.889  0.942
O  1.420  0.195  -2.783
H  1.960  -0.003  -3.572
C  0.532  5.438  -1.071
C  1.201  4.200  -0.464
C  0.677  3.741  0.930
O  0.862  3.148  -1.357
H  0.944  6.290  -0.529
H  -0.556  5.383  -1.046
H  0.848  5.720  -2.075
H  2.286  4.307  -0.479
H  -0.402  3.595  0.884
H  0.878  4.495  1.692
H  1.128  2.808  1.267
H  0.219  2.650  -0.848
C  -0.132  -1.385  2.593
C  1.285  -1.707  2.049
C  1.925  -2.734  3.005
O  0.945  -2.196  0.795
H  -0.644  -2.334  2.752
H  -0.665  -0.672  1.964
H  -0.076  -1.021  3.619
H  1.806  -0.761  1.902
H  1.254  -3.556  3.256
H  2.456  -2.267  3.834
H  2.762  -3.175  2.464
H  0.690  -3.100  0.996
C  -2.917  -2.166  -0.597
C  -1.687  -2.558  -1.453
C  -2.031  -2.595  -2.927
O  -0.847  -1.428  -1.403
H  -2.629  -1.931  0.428
H  -3.624  -2.993  -0.539
H  -3.354  -1.218  -0.911
H  -1.221  -3.492  -1.139
H  -2.487  -3.581  -3.015
H  -1.171  -2.796  -3.564
H  -2.709  -1.835  -3.316
H  -1.478  -0.716  -1.268

The LUMO energy (alpha / beta) is -12.71 / -14.26 eV. Its total charge is +3. The spin multiplicity is 2.

These are the Mulliken partial charges, in e, on atoms 1 to 6:
1 Zr 1.888
2 O -0.328
3 H 0.207
4 O -0.671
5 H 0.328
6 C -1.095

Q: What is the spin multiplicity in the fourth record?
A: 1

Q: What is the spin multiplicity in the first record?
A: 1